[1]
C24H45N12O3SW as an isolated structure. Source: the OMol25 dataset; level of theory: ωB97M-V with the def2-TZVPD basis set.

Summary:
relative energy (zero: lowest compared OMol25 entry of this formula, charge and spin): 394.25 kJ/mol
spin multiplicity: 3
charge: +3
electronic energy: -2288.58971 hartree
LUMO level (alpha / beta): -11.006 / -10.325 eV
HOMO (alpha / beta): -15.6 / -15.6 eV

Each line ends with the Löwdin spin population.
Positions of all 86 atoms, in Å:
W: 0.069 -0.555 -0.271  1.641
C: 3.843 -1.385 1.862  0.002
C: 2.772 -0.998 0.914  0.015
N: 1.527 -0.617 1.306  -0.002
N: 1.321 -0.865 2.675  -0.002
C: 0.056 -1.007 2.925  0.013
N: -0.424 -1.362 4.132  0.004
S: -1.267 -0.736 1.779  0.068
C: 3.004 -1.150 -0.503  0.014
C: 4.130 -1.769 -1.061  0.003
C: 4.288 -1.928 -2.420  0.020
C: 3.277 -1.366 -3.222  0.001
C: 2.213 -0.720 -2.630  0.024
N: 2.003 -0.706 -1.282  0.016
H: 3.630 -0.927 2.852  0.000
H: 4.793 -1.030 1.436  0.001
H: 3.974 -2.471 1.906  0.001
H: 0.219 -1.414 4.920  0.000
H: -1.413 -1.325 4.302  0.001
H: 4.924 -2.098 -0.397  0.000
H: 5.063 -2.544 -2.831  0.001
H: 3.277 -1.412 -4.315  0.000
H: 1.468 -0.259 -3.248  0.002
C: -2.451 -5.689 1.306  0.000
C: -3.318 -5.587 0.012  0.000
C: -4.342 -4.409 0.106  0.000
C: -2.386 -5.483 -1.202  0.000
N: -1.411 -4.371 -0.991  0.004
C: -1.536 -3.038 -0.943  0.016
N: -0.287 -2.497 -0.775  0.028
N: 0.559 -3.569 -0.709  0.012
N: -0.044 -4.686 -0.895  0.002
H: -3.086 -5.893 2.158  0.000
H: -1.902 -4.756 1.531  0.000
H: -1.793 -6.527 1.163  0.000
H: -3.888 -6.529 -0.021  0.000
H: -3.804 -3.442 0.259  0.000
H: -5.033 -4.619 0.932  0.000
H: -4.969 -4.376 -0.789  0.000
H: -3.005 -5.279 -2.112  0.000
H: -1.733 -6.328 -1.327  0.000
H: -2.478 -2.504 -0.972  0.002
N: -2.243 2.528 -3.044  0.000
C: -2.195 1.151 -3.644  0.004
C: -1.243 0.309 -2.802  0.017
N: -1.453 0.472 -1.289  0.051
C: -1.820 1.894 -0.810  0.004
C: -2.837 2.611 -1.684  -0.001
H: -2.775 3.157 -3.681  0.000
H: -1.181 2.890 -3.062  0.000
H: -1.823 1.242 -4.647  0.000
H: -3.185 0.707 -3.658  0.000
H: -0.211 0.576 -3.076  0.002
H: -1.404 -0.737 -3.007  0.001
H: -2.305 -0.093 -1.062  0.014
H: -0.914 2.492 -0.764  0.000
H: -2.237 1.820 0.213  0.000
H: -2.957 3.653 -1.389  0.000
H: -3.812 2.098 -1.658  0.000
C: 2.720 3.724 -2.900  0.001
C: 1.415 2.936 -2.906  0.001
O: 0.376 3.445 -3.429  0.001
O: 1.471 1.826 -2.334  0.016
H: 3.098 3.923 -3.916  0.000
H: 3.520 3.271 -2.307  0.000
H: 2.496 4.724 -2.471  0.000
C: -1.837 2.936 2.868  0.001
N: -0.463 3.456 3.045  -0.001
C: -0.274 4.807 3.538  0.000
C: 0.427 2.912 2.113  0.000
O: -0.018 2.370 1.098  -0.002
N: 1.782 3.107 2.309  0.000
C: 2.371 3.199 3.620  0.000
C: 2.686 2.856 1.152  0.000
H: -2.529 3.337 3.625  0.000
H: -1.830 1.828 2.976  0.002
H: -2.243 3.209 1.880  0.000
H: -1.115 5.476 3.159  0.000
H: 0.651 5.192 3.159  0.000
H: -0.279 4.844 4.640  0.000
H: 1.615 3.053 4.386  0.000
H: 2.907 4.160 3.824  0.000
H: 3.109 2.391 3.733  0.000
H: 2.336 1.960 0.604  0.000
H: 3.721 2.746 1.524  0.000
H: 2.640 3.769 0.515  0.000

---

[2]
C24H46B2HfN10O4S3 as an isolated structure. Source: the OMol25 dataset; level of theory: ωB97M-V with the def2-TZVPD basis set.

Summary:
relative energy (zero: lowest compared OMol25 entry of this formula, charge and spin): 163.62 kJ/mol
charge: +2
electronic energy: -3082.84362 hartree
LUMO level: -4.650 eV
HOMO: -12.8 eV

Each line ends with the Mulliken charge.
Positions of all 90 atoms, in Å:
Hf: -0.328 -0.236 -0.567  0.217
C: -3.043 -2.427 2.177  -0.718
N: -3.837 -1.511 1.366  0.474
C: -4.966 -0.840 1.796  -0.626
C: -5.425 -0.146 0.735  -0.739
N: -4.587 -0.395 -0.340  0.338
B: -5.075 0.067 -1.777  0.738
N: -3.928 0.231 -2.837  0.360
C: -4.124 -0.132 -4.156  -0.609
C: -3.036 0.240 -4.858  -0.554
N: -2.170 0.837 -3.959  0.385
C: -0.855 1.380 -4.300  -0.605
C: -2.741 0.825 -2.730  -0.935
S: -2.086 1.563 -1.292  -0.142
C: -3.614 -1.211 0.065  -0.358
S: -2.302 -1.894 -0.861  -0.508
H: -3.536 -2.548 3.136  0.288
H: -2.049 -2.029 2.338  0.195
H: -2.962 -3.392 1.686  0.360
H: -5.347 -0.936 2.803  0.456
H: -6.297 0.484 0.632  0.552
H: -5.625 1.139 -1.630  -0.183
H: -5.810 -0.797 -2.199  -0.156
H: -5.030 -0.627 -4.479  0.507
H: -2.801 0.139 -5.909  0.477
H: -0.640 1.123 -5.331  0.292
H: -0.092 0.955 -3.673  0.165
H: -0.844 2.459 -4.185  0.285
N: 1.347 -0.803 1.224  -0.572
C: 2.575 -0.122 0.734  0.847
C: 3.803 -0.203 1.630  -1.173
C: 3.593 0.133 3.105  -0.444
C: 3.278 1.608 3.375  -1.029
N: 4.125 2.524 2.611  0.053
C: 5.270 3.044 3.007  0.831
N: 5.956 3.841 2.180  -0.368
N: 5.759 2.788 4.221  -0.350
C: 2.164 1.290 0.326  0.282
O: 2.850 2.271 0.536  -0.872
O: 1.010 1.329 -0.300  -0.421
H: 1.075 -0.413 2.115  0.428
H: 1.542 -1.787 1.353  0.125
H: 2.831 -0.609 -0.207  -0.256
H: 4.557 0.462 1.209  0.482
H: 4.212 -1.212 1.557  0.538
H: 4.498 -0.154 3.643  0.344
H: 2.784 -0.466 3.529  0.398
H: 3.359 1.828 4.438  0.501
H: 2.251 1.837 3.095  0.081
H: 3.853 2.623 1.639  0.324
H: 5.582 4.086 1.280  0.183
H: 6.826 4.261 2.453  0.188
H: 5.285 2.170 4.854  0.164
H: 6.594 3.236 4.550  0.197
C: 1.045 -4.298 -3.959  -1.897
C: 1.713 -3.427 -2.912  1.732
C: 3.220 -3.470 -3.087  -1.968
O: 1.304 -2.048 -3.168  -0.364
B: 0.796 -1.496 -2.051  0.872
O: 0.780 -2.387 -0.964  0.588
C: 1.217 -3.722 -1.433  1.385
C: 2.290 -4.182 -0.471  -1.893
C: 0.022 -4.648 -1.346  -2.034
H: 1.444 -4.040 -4.940  0.466
H: -0.034 -4.148 -3.980  0.352
H: 1.255 -5.355 -3.774  0.375
H: 3.459 -3.165 -4.107  0.522
H: 3.605 -4.481 -2.932  0.386
H: 3.730 -2.785 -2.406  0.268
H: 3.149 -3.509 -0.453  0.302
H: 2.640 -5.180 -0.740  0.428
H: 1.864 -4.242 0.534  0.451
H: -0.797 -4.318 -1.982  0.362
H: -0.338 -4.666 -0.317  0.407
H: 0.303 -5.665 -1.629  0.477
S: -1.284 0.625 1.998  -0.463
C: -1.854 2.262 1.848  0.231
N: -1.129 3.237 1.310  0.102
C: -1.678 4.575 1.011  -0.601
C: -2.711 4.944 2.059  -0.672
C: -3.743 3.839 2.157  -0.589
N: -3.060 2.544 2.319  -0.052
H: -0.301 2.954 0.817  0.131
H: -2.123 4.567 0.014  0.303
H: -0.851 5.280 1.011  0.395
H: -3.201 5.877 1.787  0.370
H: -2.225 5.087 3.027  0.306
H: -4.362 3.810 1.261  0.285
H: -4.393 3.988 3.013  0.414
H: -3.580 1.762 2.677  0.184

---

[3]
C24H46Cl2N3O7PbSSi as an isolated structure. Source: the OMol25 dataset; level of theory: ωB97M-V with the def2-TZVPD basis set.

Summary:
relative energy (zero: lowest compared OMol25 entry of this formula, charge and spin): 217.77 kJ/mol
charge: -1
electronic energy: -3434.10315 hartree
LUMO level: 2.546 eV
HOMO: -5.6 eV

Each line ends with the Mulliken charge.
Positions of all 85 atoms, in Å:
C: -2.615 5.657 -4.482  -0.539
C: -2.706 4.975 -5.798  0.069
H: -2.002 6.567 -4.559  0.386
H: -2.118 5.002 -3.726  -0.361
H: -3.617 5.924 -4.100  0.160
C: -2.863 5.709 -6.919  -0.059
C: -2.692 7.183 -6.978  -1.494
H: -3.169 5.251 -7.859  0.402
H: -1.797 7.520 -6.440  0.339
H: -3.543 7.752 -6.580  0.290
H: -2.568 7.462 -8.029  0.383
Pb: -2.446 1.745 -2.859  0.878
Cl: -4.734 2.765 -2.644  -0.611
C: -1.833 -2.831 -3.347  0.242
O: -0.696 -2.454 -3.089  -0.633
N: -2.152 -3.610 -4.416  0.180
C: -1.098 -4.020 -5.317  -0.837
C: -3.530 -3.853 -4.819  -0.909
H: -2.722 -2.556 -2.746  0.252
H: -0.266 -4.451 -4.746  0.268
H: -0.714 -3.174 -5.910  0.201
H: -1.507 -4.768 -6.004  0.345
H: -4.160 -3.884 -3.917  0.361
H: -3.582 -4.815 -5.353  0.321
H: -3.914 -3.065 -5.496  0.266
H: 2.397 -4.030 1.415  0.308
H: 0.604 -3.599 3.457  0.293
C: 2.605 -2.959 1.526  -0.959
C: 1.042 -2.591 3.404  -0.842
N: 1.450 -2.263 2.052  0.133
H: 2.863 -2.533 0.559  0.265
C: 0.715 -1.436 1.253  0.607
O: 0.963 -1.222 0.072  -0.634
H: 0.295 -1.864 3.735  0.249
H: -0.134 -0.951 1.790  -0.005
H: 3.441 -2.853 2.226  0.315
H: 1.911 -2.561 4.075  0.287
H: 2.193 5.460 0.269  0.282
H: 1.333 5.034 -2.751  0.242
C: 3.055 5.033 -0.270  -0.879
C: 2.388 4.723 -2.654  -0.863
N: 2.650 4.159 -1.351  0.221
H: 3.638 4.430 0.437  0.328
C: 2.323 2.868 -1.076  0.039
O: 1.755 2.104 -1.836  -0.565
H: 2.582 3.975 -3.429  0.239
H: 2.703 2.547 -0.079  0.188
H: 3.670 5.846 -0.667  0.269
H: 3.038 5.591 -2.798  0.358
O: -1.679 2.853 -5.092  0.114
C: -2.769 3.452 -5.841  0.229
C: -1.826 3.112 -8.179  0.064
C: -2.857 2.910 -7.259  -0.016
H: -0.943 3.683 -7.872  0.684
C: -1.966 2.626 -9.483  -1.016
H: -3.698 3.184 -5.307  0.129
C: -4.037 2.273 -7.648  -0.185
H: -1.157 2.780 -10.197  0.379
C: -3.114 1.933 -9.859  -0.418
C: -4.165 1.799 -8.953  -0.657
H: -4.840 2.196 -6.909  0.386
H: -3.185 1.481 -10.852  0.356
H: -5.090 1.312 -9.245  0.371
Si: -0.695 1.399 -5.233  0.883
Cl: -0.826 3.972 -2.636  -0.653
C: 0.599 1.788 -6.487  -1.256
C: -1.921 0.087 -5.839  -0.417
C: 0.265 0.535 -3.854  -0.960
H: 0.249 1.644 -7.514  0.433
H: 1.440 1.104 -6.315  0.437
H: 0.947 2.819 -6.361  0.251
H: 1.038 1.170 -3.406  0.191
H: 0.764 -0.279 -4.415  0.331
H: -0.220 0.011 -3.015  0.272
H: -2.507 0.426 -6.707  0.164
H: -2.640 -0.234 -5.065  0.200
H: -1.361 -0.810 -6.147  -0.048
C: -3.216 -0.065 2.695  -0.788
S: -3.198 0.169 0.037  0.420
O: -2.370 0.074 1.560  -0.210
O: -3.216 -1.210 -0.461  -0.588
O: -2.103 1.007 -0.647  -0.693
H: -3.548 -1.098 2.859  0.304
H: -4.104 0.580 2.680  0.312
H: -2.611 0.231 3.550  0.220